Density functional theory data (ωB97M-V with the def2-TZVPD basis set) for a molecular structure, C58H48IrN4O8 in a non-equilibrium geometry.

Last column: Mulliken spin population.
Positions of all 119 atoms, in Å:
Ir 0.74349 -0.24160 -0.36769  0.5737
C -2.09879 9.17062 -1.51254  0.0000
O -0.93430 8.54535 -2.01570  0.0000
C -0.76110 7.22535 -1.73347  -0.0002
C -1.66128 6.45225 -1.01127  -0.0001
C -1.37892 5.10894 -0.78100  0.0033
C -0.21855 4.52357 -1.26050  0.0011
C 0.67112 5.31259 -1.99016  0.0023
C 0.40837 6.64740 -2.22594  0.0003
C 0.07775 3.08462 -0.99521  0.0071
C -0.32268 2.16011 -1.92898  -0.0154
C -0.91832 2.49847 -3.19924  0.0064
C -1.01636 1.35992 -3.91048  -0.0082
C -0.52068 0.28741 -3.07467  0.0254
N -0.12138 0.79621 -1.88208  0.0050
C -0.46191 -1.05272 -3.46023  -0.0132
C 0.00974 -2.07655 -2.64637  -0.0093
C -0.08519 -3.47912 -2.97481  0.0107
C 0.47375 -4.16470 -1.96235  0.0022
C 0.91938 -3.20480 -0.97196  0.0075
C 1.51532 -3.55608 0.23077  -0.0035
C 2.25366 -4.85271 0.25260  -0.0039
C 2.96230 -5.22416 -0.89160  -0.0001
C 3.77967 -6.34700 -0.94548  -0.0002
C 3.92757 -7.14090 0.18176  -0.0001
O 4.72203 -8.23885 0.25920  -0.0001
C 5.52382 -8.54276 -0.86653  0.0000
C 3.22205 -6.80619 1.33531  0.0000
C 2.41819 -5.68788 1.36586  0.0003
C 1.52957 -2.66419 1.33758  0.0275
N 1.52612 -1.31346 1.18774  -0.0120
C 1.80448 -0.74887 2.40343  -0.0105
C 2.04231 0.59849 2.67198  0.0365
C 2.71623 0.91358 3.95983  0.0008
C 3.98345 0.42320 4.23636  0.0021
C 4.65359 0.75904 5.40752  -0.0007
C 4.04088 1.60059 6.32771  0.0011
O 4.60770 2.00325 7.49586  0.0003
C 5.93929 1.59756 7.75017  0.0000
C 2.75162 2.07281 6.08338  -0.0004
C 2.10551 1.73479 4.91242  0.0034
C 1.72473 1.65652 1.82021  -0.0246
C 1.87535 3.05207 2.12004  0.0055
C 1.27020 3.74229 1.11819  -0.0093
C 0.77800 2.77381 0.18498  -0.0051
N 1.08781 1.53349 0.61753  0.0226
C 1.90262 -1.78954 3.37801  0.0195
C 1.73095 -2.96583 2.72696  -0.0159
N 0.58529 -1.94699 -1.41900  -0.0083
C -0.91136 -1.41759 -4.83438  -0.0043
C -0.01577 -1.97837 -5.74781  0.0000
C -0.40615 -2.30101 -7.03153  0.0000
C -1.71763 -2.06846 -7.44138  -0.0004
O -2.01042 -2.41343 -8.72389  -0.0001
C -3.32153 -2.15387 -9.18558  0.0000
C -2.62874 -1.51813 -6.54803  0.0016
C -2.21450 -1.20211 -5.25861  -0.0023
H -2.04065 10.21089 -1.82001  0.0000
H -2.13854 9.11708 -0.42139  0.0000
H -3.00364 8.72050 -1.92939  0.0000
H -2.58157 6.86864 -0.62839  0.0000
H -2.09376 4.51054 -0.22933  0.0008
H 1.58157 4.86886 -2.37506  -0.0002
H 1.09465 7.26470 -2.79016  0.0001
H -1.19352 3.49661 -3.49718  0.0004
H -1.37725 1.23998 -4.91726  -0.0007
H -0.57293 -3.87326 -3.85024  -0.0006
H 0.52483 -5.23319 -1.84346  -0.0001
H 2.92535 -4.59835 -1.77268  0.0003
H 4.29641 -6.57187 -1.86708  0.0000
H 6.16150 -9.37050 -0.56966  0.0000
H 6.14566 -7.69058 -1.15143  0.0000
H 4.91133 -8.84640 -1.71970  0.0000
H 3.31271 -7.44371 2.20462  0.0000
H 1.88256 -5.50240 2.28143  0.0003
H 4.46426 -0.23154 3.51998  0.0006
H 5.63926 0.35623 5.58741  0.0000
H 6.23791 2.09749 8.66715  0.0000
H 6.60685 1.89886 6.93917  0.0000
H 6.00519 0.51551 7.89159  0.0000
H 2.27589 2.69515 6.82941  0.0000
H 1.09655 2.08723 4.73724  0.0003
H 2.36299 3.45170 2.99260  0.0021
H 1.16003 4.80929 1.01410  0.0008
H 2.04519 -1.63387 4.43401  0.0014
H 1.64366 -3.92545 3.19484  0.0003
H 1.00913 -2.15171 -5.44187  -0.0001
H 0.29133 -2.73065 -7.73816  0.0000
H -3.35138 -2.49014 -10.21806  0.0000
H -3.55319 -1.08627 -9.14471  0.0000
H -4.06452 -2.70765 -8.60532  0.0000
H -3.65430 -1.33467 -6.83320  0.0000
H -2.93597 -0.79202 -4.56525  0.0000
C -2.52018 3.99168 2.62333  -0.0002
O -3.44520 3.58634 1.62872  0.0001
C -3.22160 2.38425 1.02556  -0.0045
C -4.18193 1.99042 0.09059  0.0026
C -4.02500 0.78021 -0.55084  -0.0027
C -2.93231 -0.05237 -0.30228  0.0058
C -2.80867 -1.41829 -0.87270  0.0120
C -3.82401 -1.89077 -1.88951  -0.0007
O -1.92267 -2.14529 -0.48679  0.0046
C -1.93848 0.38885 0.59615  0.0254
O -0.84331 -0.32748 0.81945  0.1067
C -2.10875 1.60137 1.27570  -0.0045
H -2.88804 4.93892 3.00884  0.0000
H -1.51937 4.13122 2.20407  0.0001
H -2.47059 3.26107 3.43460  -0.0003
H -5.03239 2.63226 -0.09185  -0.0002
H -4.78338 0.45783 -1.25401  0.0006
H -4.79915 -2.02708 -1.41740  -0.0001
H -3.48584 -2.83986 -2.29953  0.0005
H -3.95126 -1.16344 -2.69134  0.0000
H -1.33389 1.88945 1.97233  0.0015
C 3.36647 -0.99090 -1.35830  -0.0009
O 2.46940 0.07397 -1.16024  0.2108
H 4.31813 -0.56204 -1.68057  -0.0005
H 2.99663 -1.67093 -2.13453  0.0167
H 3.53267 -1.56922 -0.44304  0.0035

## Properties
- energy relative to the best compared isomer or geometry (same formula, charge and spin) (kJ/mol) = 92.56
- E_LUMO (alpha / beta) (eV) = -1.02 / -1.45
- total charge = 0
- E_HOMO (alpha / beta) (eV) = -6.689 / -6.761
- <S²> = 0.76
- strongest force on any atom (eV/A) = 1.13
- multiplicity = 2


Density functional theory data (ωB97M-V with the def2-TZVPD basis set) for a molecular structure, C58H48N4O2P4PtSe2 in a non-equilibrium geometry.

Last column: Mulliken spin population.
Positions of all 119 atoms, in Å:
Pt -0.40138 -0.06631 -2.08023  0.2577
Se -0.69605 1.22383 4.72887  0.9761
P 1.10816 1.19173 3.49615  -0.0630
C 1.91058 2.79741 3.65017  0.0035
C 2.59484 3.03454 4.87218  0.0080
C 3.03625 4.30963 5.18022  -0.0017
C 2.73752 5.38462 4.34185  0.0068
C 2.01302 5.17258 3.19685  0.0122
C 1.61014 3.88173 2.82062  0.0244
C 2.09840 -0.15250 4.11840  -0.0079
C 3.44730 -0.01508 4.49360  0.0064
C 4.02063 -0.95771 5.35404  0.0003
C 3.29739 -2.06962 5.75353  0.0012
C 2.04970 -2.34348 5.21863  0.0092
C 1.46002 -1.39906 4.39936  -0.0259
C 0.34437 0.87547 1.91713  0.2672
C 0.86187 0.49777 0.60160  0.0083
N -0.15882 0.14724 -0.18284  0.1966
N -1.32726 0.03779 0.57902  0.2304
N -0.98006 0.46290 1.96443  0.2423
P 2.49568 0.42387 -0.16308  -0.0331
Se 2.34396 0.70562 -2.28189  0.1357
C 3.16945 -1.29717 -0.01031  -0.0042
C 3.60254 -1.99815 -1.12500  -0.0038
C 4.11453 -3.30046 -0.99923  -0.0009
C 4.25382 -3.83991 0.25532  -0.0004
C 3.81970 -3.15534 1.39870  0.0021
C 3.29240 -1.87302 1.26984  -0.0075
C 3.75338 1.56286 0.39412  0.0094
C 4.99943 1.07790 0.91487  0.0037
C 6.01924 1.95959 1.16787  -0.0011
C 5.82460 3.31633 0.97519  0.0008
C 4.61871 3.79819 0.56531  0.0008
C 3.57813 2.92888 0.25500  0.0050
H 2.78608 2.22035 5.57288  -0.0079
H 3.56032 4.52968 6.09048  0.0000
H 3.15797 6.34977 4.56027  0.0004
H 1.78611 6.02021 2.57959  0.0004
H 1.02513 3.79166 1.89185  0.0049
H 4.02053 0.86519 4.15045  0.0008
H 5.05813 -0.82227 5.61368  0.0001
H 3.71441 -2.76845 6.46652  0.0003
H 1.52861 -3.26680 5.43188  0.0000
H 0.43143 -1.57475 4.04814  0.0262
H 3.64234 -1.53249 -2.11767  -0.0001
H 4.32058 -3.82781 -1.91582  0.0000
H 4.73007 -4.80510 0.41410  0.0000
H 3.87324 -3.59407 2.38464  0.0002
H 2.97677 -1.33462 2.14444  0.0121
H 5.15705 -0.00034 1.06878  -0.0006
H 6.96562 1.59944 1.55257  0.0001
H 6.58775 4.02508 1.21444  0.0001
H 4.54254 4.88009 0.43133  0.0001
H 2.65148 3.31314 -0.17864  -0.0024
C -0.95291 0.65754 -6.32749  -0.0008
C -0.67742 0.97007 -4.88686  0.0009
O -0.30424 0.01318 -4.08263  0.0004
C -0.67468 2.38626 -4.49338  -0.0125
C -0.65434 3.31699 -5.53137  0.0030
C -0.75810 4.66773 -5.28096  -0.0008
C -0.96125 5.11739 -3.97395  0.0004
C -0.91083 4.23022 -2.91365  0.0011
C -0.67733 2.85174 -3.10271  0.0168
O -0.49560 2.11233 -2.00880  0.0154
H -1.27320 -0.38485 -6.41998  -0.0002
H -0.08912 0.79082 -6.98567  0.0000
H -1.73540 1.32745 -6.68055  0.0002
H -0.50340 2.98167 -6.54803  -0.0001
H -0.77646 5.37921 -6.09326  -0.0002
H -1.09571 6.16179 -3.76446  0.0001
H -0.97783 4.54642 -1.88711  0.0006
N -3.00204 -1.60203 -1.89612  0.0342
P -3.45518 0.10664 -1.79454  0.3936
C -3.64675 0.53802 -0.07271  0.2462
C -2.45443 1.15490 0.51078  -0.0221
C -2.32269 1.33307 2.05251  0.0940
C -3.44633 0.77067 2.77993  0.2763
C -4.51806 0.24409 2.16818  0.0269
C -4.64724 0.12602 0.73343  0.3403
C -5.09376 0.19307 -2.45581  0.0205
C -5.64703 1.45364 -2.74325  0.0672
C -6.94294 1.57247 -3.19239  -0.0072
C -7.66840 0.42561 -3.48531  0.0290
C -7.15274 -0.82605 -3.21526  -0.0055
C -5.87699 -0.94571 -2.62051  0.0330
P -1.36589 -2.08741 -1.64557  0.0132
C -1.10528 -3.56670 -2.51750  -0.0013
C -2.16187 -4.47646 -2.65367  0.0049
C -1.88552 -5.81577 -2.84377  -0.0003
C -0.58207 -6.26128 -3.04471  0.0007
C 0.45626 -5.35107 -2.98678  -0.0018
C 0.21143 -3.99681 -2.77252  0.0013
C -1.29803 -2.60815 0.05966  0.0206
C -0.03633 -2.94207 0.51553  -0.0219
C 0.14915 -3.36299 1.83805  0.0096
C -0.96336 -3.48499 2.67311  -0.0078
C -2.22567 -3.11240 2.22167  -0.0170
C -2.39883 -2.68952 0.92232  -0.0130
H -3.33319 -1.95327 -2.80567  -0.0080
H -2.03309 2.06301 0.01688  0.0009
H -1.87915 2.22239 2.51615  0.0544
H -3.38119 0.71219 3.85323  0.0250
H -5.32229 -0.14183 2.79314  0.0084
H -5.58014 -0.34089 0.37003  0.0567
H -5.00999 2.32813 -2.60057  0.0063
H -7.37708 2.56624 -3.20089  -0.0001
H -8.62220 0.57113 -3.94720  0.0013
H -7.71458 -1.74603 -3.41905  0.0009
H -5.47572 -1.91507 -2.29049  0.0022
H -3.20288 -4.16759 -2.50436  -0.0010
H -2.70136 -6.52473 -2.84095  0.0001
H -0.37818 -7.30524 -3.24597  0.0001
H 1.48383 -5.68017 -3.08844  -0.0001
H 1.01525 -3.28692 -2.80032  -0.0066
H 0.81233 -2.86315 -0.16924  0.0041
H 1.15545 -3.42510 2.21994  0.0031
H -0.84959 -3.84092 3.67640  -0.0008
H -3.05390 -3.14525 2.92181  -0.0075
H -3.38228 -2.43230 0.54756  0.0291

## Properties
- energy relative to the best compared isomer or geometry (same formula, charge and spin) (kJ/mol) = 0.00
- E_LUMO (alpha / beta) (eV) = -5.20 / -7.69
- total charge = +2
- E_HOMO (alpha / beta) (eV) = -9.609 / -11.582
- <S²> = 6.04
- strongest force on any atom (eV/A) = 3.54
- multiplicity = 5